Computed, not measured: a cluster of 10 separate species, C19H61N17O10 in total, with wB97M-V/def2-TZVPD.

Cartesian coordinates (Å):
C1 15.34940 20.41836 -22.92210
C2 16.79069 20.07086 -22.39556
C3 16.70399 19.16729 -21.10495
O1 17.93219 18.92707 -20.45571
C4 18.77242 19.96197 -19.77112
N1 17.47996 19.29511 -23.43056
H1 14.75901 20.88987 -22.13647
H2 14.66986 19.59315 -23.13508
H3 15.38657 21.07720 -23.78965
H4 17.30274 21.01128 -22.19182
H5 16.18934 18.25158 -21.39599
H6 16.04085 19.62808 -20.37281
H7 19.07650 20.58210 -20.61437
H8 19.69667 19.73181 -19.24114
H9 18.16586 20.58633 -19.11510
H10 18.39096 18.98040 -23.12866
H11 17.60149 19.95177 -24.18827
C5 18.02766 23.22697 -19.93242
C6 16.68773 23.94130 -20.11783
C7 16.80519 24.69645 -21.46958
O2 15.56621 25.18366 -21.94376
C8 15.72720 26.29688 -22.91373
N2 15.62220 22.93346 -20.28427
H12 18.86453 23.92478 -19.96070
H13 18.32217 22.54090 -20.72657
H14 18.04852 22.77581 -18.94039
H15 16.46062 24.55894 -19.24890
H16 17.24534 24.06968 -22.24517
H17 17.61762 25.41897 -21.39192
H18 14.78522 26.69886 -23.28681
H19 16.34924 26.00106 -23.75851
H20 16.28922 27.10858 -22.45181
H21 15.72732 22.56073 -21.21707
H22 14.70156 23.32691 -20.41738
C9 23.97805 22.04839 -15.45361
C10 23.75011 22.47678 -14.02844
C11 24.88475 23.50790 -13.57014
O3 26.19182 23.18281 -14.12104
C12 27.19225 24.03168 -13.67659
N3 22.38624 22.83591 -13.82746
H23 23.96358 22.94884 -16.06768
H24 23.20934 21.33553 -15.75193
H25 25.00165 21.70071 -15.59309
H26 23.97940 21.71079 -13.28764
H27 24.90564 23.42281 -12.48367
H28 24.61399 24.54450 -13.77077
H29 27.34829 23.93723 -12.60195
H30 26.92849 25.08575 -13.76293
H31 28.17851 23.87325 -14.11281
H32 22.33682 23.11081 -12.85685
H33 21.92730 21.95110 -13.99052
C13 24.35451 24.50637 -19.24391
O4 25.00885 23.75937 -18.54747
N4 23.28668 24.25869 -19.87710
N5 24.55063 25.77233 -19.40189
H34 23.07839 23.27250 -19.94158
H35 23.01515 24.91377 -20.59629
H36 25.33979 26.19347 -18.93290
H37 23.91044 26.23435 -20.03182
C14 16.09407 20.50702 -16.83023
O5 15.65898 19.63143 -16.13052
N6 17.23935 21.19867 -16.67254
N7 15.49105 20.89466 -17.90422
H38 17.86657 21.14699 -15.88258
H39 17.40145 21.85135 -17.42609
H40 14.49525 20.72599 -17.90973
H41 15.90471 21.47917 -18.61649
C15 23.46478 20.02711 -19.13994
O6 24.25413 19.42427 -19.80319
N8 22.43271 19.57887 -18.53706
N9 23.57560 21.28768 -19.00643
H42 21.70439 20.21579 -18.24726
H43 22.28701 18.58642 -18.65500
H44 24.39994 21.71430 -19.40463
H45 23.00341 21.77101 -18.32886
C16 18.75422 26.84633 -17.37038
O7 19.08685 26.18386 -16.40634
N10 19.47400 27.14245 -18.36130
N11 17.52669 27.13721 -17.64252
H46 20.46361 26.98289 -18.23756
H47 19.12947 27.47345 -19.25116
H48 17.35474 27.92234 -18.25415
H49 16.75750 26.87775 -17.04156
C17 20.56354 23.04724 -17.38138
O8 20.93565 21.95104 -17.78384
N12 19.80803 23.21752 -16.34128
N13 20.78763 24.23667 -17.96445
H50 19.58667 22.43119 -15.74732
H51 19.69125 24.11330 -15.88958
H52 20.50358 24.93777 -17.29521
H53 21.54231 24.46088 -18.59713
C18 22.42933 26.39475 -15.80662
O9 22.19969 27.32425 -16.57320
N14 23.50135 25.65012 -15.92168
N15 21.66386 25.89780 -14.84568
H54 24.18738 25.79224 -16.64919
H55 23.23825 24.75288 -15.53979
H56 22.12279 25.32441 -14.15235
H57 20.74804 26.32324 -14.82615
C19 19.95192 20.27478 -14.79369
O10 19.27513 21.21503 -14.41307
N16 19.87946 19.07314 -14.33763
N17 20.86992 20.27960 -15.76205
H58 19.13756 19.00312 -13.65587
H59 20.46430 18.36910 -14.76471
H60 21.37202 19.44176 -16.01902
H61 21.13909 21.10246 -16.28220

Force components x, y, z for each atom (eV/Å):
C 0.3 -0.1 1.0
C -1.3 -1.5 0.4
C -0.1 2.5 0.1
O 2.1 -1.4 1.0
C -2.2 0.9 -2.3
N -0.4 0.5 -0.1
H 0.3 0.6 0.2
H 0.7 -0.6 -0.4
H 0.0 0.0 0.0
H 0.0 0.2 0.3
H 0.7 -0.4 0.0
H -0.3 0.4 0.0
H 0.3 0.4 0.2
H -0.5 -1.4 -0.2
H -0.1 -0.3 0.0
H 0.1 0.1 0.2
H 0.4 -0.3 -0.5
C 0.2 0.7 0.4
C -0.1 -0.6 -2.3
C 0.6 0.4 0.4
O -0.2 1.8 -1.0
C 0.8 -0.9 1.1
N -0.1 -0.6 0.2
H -0.1 0.4 0.3
H -0.7 -0.3 0.1
H 0.2 -0.3 -0.2
H 0.0 0.3 -0.2
H -0.1 -0.9 0.0
H -0.3 1.0 0.3
H -0.2 -0.5 0.4
H -0.1 -0.4 -0.2
H -0.1 0.1 0.3
H 0.5 -0.5 -0.2
H -0.2 0.7 0.6
C 0.5 0.4 0.1
C 3.5 -0.3 0.4
C -0.5 -0.2 -0.3
O -1.7 -0.4 -0.2
C 0.3 1.0 1.3
N 0.1 1.4 0.0
H -0.4 -0.1 -0.4
H 0.3 0.0 -0.2
H -0.2 -0.5 0.0
H 0.2 -1.0 -0.4
H 0.3 0.0 0.3
H 0.1 0.2 -0.4
H 0.0 -0.4 0.5
H -0.1 0.2 -0.6
H -0.4 -0.4 -0.6
H -0.8 -0.2 0.3
H -0.9 0.2 0.3
C 2.3 0.2 2.1
O 0.9 -1.1 0.9
N -5.2 -4.2 -2.7
N 2.8 4.5 0.6
H -0.6 0.1 -0.6
H -0.7 -0.6 -0.4
H -0.3 0.4 -0.5
H 0.6 1.1 0.4
C 1.9 -0.3 1.5
O -0.5 -1.3 1.9
N 1.3 0.5 0.1
N -3.0 0.9 -3.6
H -0.3 -0.1 -0.1
H 0.5 0.1 0.8
H 0.3 -0.1 -0.5
H -0.5 0.3 0.0
C 1.7 0.1 -1.6
O 2.0 -2.9 -1.7
N -4.2 -3.8 2.6
N 0.9 5.9 0.3
H -0.1 -0.2 -0.1
H -0.5 0.3 0.1
H -0.1 0.2 0.5
H 0.3 0.3 -0.2
C -0.9 -2.0 1.5
O 1.0 -0.9 2.2
N 5.4 1.3 -3.4
N -6.0 1.6 0.0
H 0.2 0.3 -0.4
H 0.2 -0.1 0.0
H -0.2 -0.3 0.0
H 0.4 0.1 0.1
C 0.7 1.5 -1.6
O 0.8 -1.1 -1.0
N -2.0 -0.7 3.2
N 0.5 0.8 -0.2
H -0.1 0.0 0.2
H -0.1 0.1 -0.3
H 0.1 0.9 -0.7
H 0.1 -0.4 0.0
C -0.1 1.7 -2.1
O -0.8 0.5 0.3
N 2.5 -1.9 0.3
N -1.9 0.7 1.0
H -0.4 -0.3 0.0
H 1.4 -0.5 -0.7
H -0.9 0.1 0.1
H -0.1 -0.4 0.7
C 1.4 0.9 -1.9
O -0.6 1.0 0.4
N -1.5 -2.9 2.7
N 1.6 1.1 -1.0
H 0.3 -1.2 0.0
H -0.8 -0.3 0.8
H -0.1 0.3 0.1
H -0.3 0.0 -0.3

Computed properties:
**HOMO (spin up / spin down)**: -0.04 / -7.20 eV
**Relative energy (zero: lowest compared OMol25 entry of this formula, charge and spin)**: 0.9431 eV
**Frontier orbital gap (spin up / spin down)**: 2.2 / 9.4 eV
**F_max**: 7.2 eV/A
**E_LUMO (spin up / spin down)**: 0.079 / 0.079 Eh
**Net charge**: -1
**2S+1**: 2

---

Computed, not measured: a cluster of 15 separate species, C19H68N22O19 in total, with wB97M-V/def2-TZVPD.

Cartesian coordinates (Å):
C1 1.09073 2.62099 -2.70557
O1 0.97658 1.49155 -2.20366
N1 0.01740 3.30475 -3.14946
N2 2.25652 3.34071 -2.85276
H1 -0.90123 2.93130 -3.30631
H2 0.18301 4.27148 -3.35507
H3 2.01182 4.30090 -3.00575
H4 2.93200 3.05990 -2.11971
C2 4.61310 -3.13469 1.39233
O2 5.05176 -2.16743 0.75507
N3 3.33854 -3.34068 1.79779
N4 5.41551 -4.19824 1.63265
H5 2.73506 -2.57777 1.51644
H6 3.03722 -4.09115 2.37752
H7 6.35666 -4.21343 1.28360
H8 5.12976 -4.96229 2.21317
C3 4.26935 0.97036 -0.47131
O3 4.01847 2.03566 -1.06408
N5 3.80945 -0.22634 -0.93130
N6 5.13046 0.84518 0.54633
H9 3.18184 -0.23307 -1.71044
H10 3.92261 -1.04829 -0.35233
H11 5.36521 -0.03455 0.97979
H12 5.74446 1.62814 0.69037
C4 -0.57876 -0.84759 0.02076
O4 -1.34369 -1.27037 0.89859
N7 -0.19610 -1.60418 -1.04711
N8 0.09521 0.32249 0.09708
H13 0.32736 -1.31948 -1.86509
H14 -0.65030 -2.50713 -1.11010
H15 0.68343 0.64538 -0.66713
H16 0.11422 0.84903 0.97411
C5 -1.10601 5.04344 -0.18236
O5 -0.75660 6.04169 0.45606
N9 -2.21291 4.91140 -0.93271
N10 -0.40279 3.87442 -0.12249
H17 -2.37375 4.04762 -1.43108
H18 -2.90126 5.64187 -0.94652
H19 -0.73870 3.12381 -0.70564
H20 0.50607 3.82319 0.28978
C6 3.95682 3.83367 1.81238
O6 4.57079 2.96624 2.44984
N11 4.60712 4.91293 1.33594
N12 2.63412 3.77045 1.49885
H21 4.17699 5.42288 0.58396
H22 5.54034 5.14473 1.61325
H23 2.01887 3.02058 1.78005
H24 2.19173 4.66660 1.36571
C7 -3.06952 1.49420 -2.76365
O7 -2.74868 2.35272 -1.93354
N13 -4.26625 1.56307 -3.39842
N14 -2.20856 0.57999 -3.28349
H25 -4.51311 0.85978 -4.06733
H26 -4.87494 2.28913 -3.06483
H27 -1.28519 0.59221 -2.86475
H28 -2.46915 -0.11828 -3.95085
C8 2.33277 -5.07734 -3.35504
O8 2.68199 -6.25469 -3.46752
N15 2.95369 -3.98595 -3.86083
N16 1.27120 -4.63426 -2.64603
H29 2.93263 -3.19777 -3.23843
H30 3.70657 -4.06906 -4.52087
H31 0.56887 -5.25615 -2.29729
H32 1.17702 -3.62695 -2.64084
C9 1.30411 -1.13234 -4.70775
O9 0.98469 -1.67290 -3.62965
N17 1.02509 -1.76561 -5.87139
N18 1.83670 0.09667 -4.79160
H33 0.66713 -2.69844 -5.78256
H34 1.11718 -1.18305 -6.68241
H35 1.97420 0.67554 -3.97929
H36 2.01535 0.46594 -5.70727
C10 0.10136 2.54356 3.40000
O10 -0.02490 1.76794 2.44706
N19 0.80804 2.22733 4.51972
N20 -0.51159 3.74591 3.47122
H37 0.80411 2.85275 5.30301
H38 1.51439 1.50606 4.49864
H39 -0.21452 4.48812 4.07213
H40 -1.18767 3.91065 2.74307
C11 3.54411 0.08246 4.50146
O11 3.36053 -0.69245 5.43803
N21 4.26335 1.24441 4.51191
N22 2.97213 -0.16399 3.28801
H41 4.82523 1.40884 5.32729
H42 4.16729 1.88866 3.71829
H43 2.40672 -0.99625 3.37653
H44 3.02289 0.38557 2.45196
C12 -4.85810 2.49835 0.72835
C13 -3.53907 2.12168 1.39836
O12 -3.71534 1.98820 2.81292
O13 -5.65748 3.42097 1.45367
H45 -5.37244 1.53476 0.67904
H46 -4.66189 2.92903 -0.25516
H47 -2.70682 2.81349 1.22823
H48 -3.21670 1.13256 1.07037
H49 -3.81916 2.91444 3.06452
H50 -6.59881 3.30404 1.33187
C14 -1.37562 -0.76225 4.96508
C15 -2.43229 -0.94147 3.85917
O14 -2.59446 -2.24489 3.27954
O15 -1.94191 -1.04859 6.24129
H51 -1.00434 0.26593 4.91864
H52 -0.48568 -1.38652 4.85177
H53 -2.19851 -0.35645 2.97028
H54 -3.36977 -0.57558 4.27965
H55 -2.22901 -2.20113 2.39050
H56 -1.28047 -1.17166 6.92286
C16 -4.40194 -1.39483 -0.40850
C17 -4.52023 -1.61061 -1.90209
O16 -5.49586 -2.58174 -2.27416
O17 -3.60757 -2.41943 0.13765
H57 -5.43237 -1.46622 -0.04256
H58 -4.13404 -0.37181 -0.13852
H59 -3.55243 -1.84318 -2.36533
H60 -4.78987 -0.63988 -2.33468
H61 -5.05730 -3.36202 -1.88475
H62 -2.74621 -2.09546 0.51485
C18 -3.08553 -5.34145 -1.83306
C19 -1.80295 -5.88199 -1.28028
O18 -1.01263 -4.80750 -0.77583
O19 -3.95259 -5.06409 -0.73965
H63 -3.61489 -6.03975 -2.48142
H64 -2.89565 -4.40242 -2.36828
H65 -1.25249 -6.42873 -2.06090
H66 -1.99189 -6.73559 -0.62462
H67 -0.91974 -4.92001 0.17523
H68 -3.48969 -4.41091 -0.19019

Force components x, y, z for each atom (eV/Å):
C -0.4 -0.1 0.4
O 0.6 0.4 -1.1
N -0.1 0.6 -0.7
N -0.5 -1.4 0.8
H 0.0 -0.2 0.3
H -0.5 0.1 -0.2
H 0.9 0.4 0.1
H 0.1 0.3 -0.5
C 1.1 -1.0 -0.5
O -1.0 -0.1 0.6
N -0.2 2.0 -0.9
N 0.6 -0.4 0.3
H -0.3 -0.5 0.5
H -0.2 -0.2 0.1
H -0.1 0.3 0.0
H -0.1 -0.1 0.0
C 0.0 -0.6 -1.8
O 0.3 -0.2 0.8
N -0.5 0.1 0.2
N 0.6 0.8 0.7
H -0.3 0.1 0.0
H 0.2 -0.1 -0.2
H -0.1 -0.2 -0.3
H -0.2 0.0 0.4
C 1.9 0.4 -0.4
O -0.1 0.1 0.0
N -1.1 -1.1 0.0
N -0.2 0.3 0.6
H 0.0 0.4 0.2
H 0.0 0.1 -0.1
H -0.3 -0.3 0.3
H -0.4 -0.3 -0.4
C 1.0 0.2 1.3
O -0.4 -0.3 -0.5
N -0.6 0.5 -0.5
N -0.3 -0.3 -0.4
H -0.4 0.1 0.1
H 0.1 0.0 0.0
H 0.4 -0.3 0.3
H 0.0 0.1 0.0
C 0.9 -1.4 0.7
O -0.7 0.7 -0.3
N -0.6 0.9 -0.6
N -0.4 0.7 -0.2
H 0.2 0.2 0.1
H 0.1 -0.3 0.1
H 0.4 -0.2 0.2
H -0.2 -0.1 0.0
C 0.1 0.7 -1.3
O 0.2 -0.8 0.0
N 0.2 0.0 0.5
N 0.6 0.6 1.0
H -0.5 0.2 0.0
H -0.4 -0.3 -0.2
H 0.0 -0.4 -0.1
H 0.0 -0.1 0.0
C 0.0 -1.8 0.6
O -0.5 1.1 -0.4
N 1.2 0.8 -1.0
N -0.3 0.0 0.3
H 0.2 0.4 -0.5
H 0.2 -0.2 0.4
H 0.1 0.1 0.3
H -0.9 -0.4 0.1
C -1.3 -1.0 1.5
O 0.7 0.6 -0.3
N 0.6 1.0 0.3
N 0.3 0.2 -0.6
H -0.1 0.0 -0.5
H -0.3 -0.9 -0.6
H -0.1 -0.2 0.2
H 0.2 0.3 0.2
C 0.1 -0.8 0.7
O 0.4 0.7 0.4
N 0.4 -0.1 -0.1
N -0.6 0.0 -0.8
H 0.1 0.0 0.1
H -0.3 0.0 -0.1
H 0.0 0.0 0.1
H 0.2 0.4 0.0
C 0.4 0.6 0.0
O 0.4 0.5 -0.2
N -0.5 -0.7 0.4
N -0.8 -1.1 0.4
H -0.1 0.3 -0.1
H 0.7 -0.1 0.5
H -0.2 0.3 -0.7
H 0.2 0.1 0.0
C -0.4 -0.6 -0.3
C 0.2 0.1 1.0
O 0.1 0.6 -0.4
O 0.9 0.6 0.7
H -0.3 0.1 -0.4
H 0.1 -0.4 -0.2
H -0.2 0.1 -0.4
H 0.0 0.2 -0.3
H -0.3 -0.3 0.6
H 0.0 -0.4 -0.2
C 0.3 -0.3 -0.2
C 0.5 -0.1 -0.7
O -0.1 -0.3 1.0
O -0.8 0.1 0.0
H -0.3 0.2 0.1
H -0.1 -0.2 -0.5
H 0.3 0.8 0.6
H -0.2 -0.2 -0.1
H 0.1 0.1 0.3
H 0.3 0.1 -0.2
C -0.5 -0.6 -0.2
C -0.1 1.5 -0.8
O 1.3 -0.2 0.7
O 0.5 -0.1 0.7
H 0.0 -0.3 0.2
H 0.8 -0.1 -0.1
H 0.1 -0.2 0.3
H -0.5 -0.3 -0.1
H -0.9 -0.4 -0.2
H -0.7 0.3 -0.6
C -0.6 0.3 0.8
C 0.5 -1.1 -1.4
O -0.2 -0.5 0.5
O -0.1 0.0 -0.2
H 0.2 -0.1 0.0
H 0.2 -0.2 -0.3
H 0.2 0.6 -0.3
H -0.2 0.6 0.8
H 0.1 0.1 0.0
H -0.5 0.3 0.0

Computed properties:
**HOMO**: -8.84 eV
**Relative energy (zero: lowest compared OMol25 entry of this formula, charge and spin)**: 0.2778 eV
**Frontier orbital gap**: 8.7 eV
**F_max**: 2.2 eV/A
**E_LUMO**: -0.004 Eh
**2S+1**: 1

---

Computed, not measured: a structure of composition C19H9Br4F2IMnN2O6, with wB97M-V/def2-TZVPD.

Cartesian coordinates (Å):
Mn1 0.38917 0.09838 -0.19154
Br1 2.03897 -6.23083 1.64109
C1 1.68148 -4.67681 0.63664
C2 1.78899 -4.68006 -0.75139
Br2 2.29229 -6.24059 -1.67832
C3 1.52385 -3.51087 -1.47648
Br3 1.63627 -3.39470 -3.35053
C4 1.14646 -2.37159 -0.80444
O1 0.85474 -1.19264 -1.40341
C5 1.03407 -2.36782 0.57280
O2 0.65917 -1.18578 1.11183
C6 1.30445 -3.50480 1.30328
Br4 1.13544 -3.37628 3.17606
O3 -1.63723 -0.33802 -0.58439
C7 -2.20899 -0.11413 -1.64677
C8 -1.66542 0.63036 -2.75540
C9 -2.42754 0.68757 -3.92760
C10 -1.96045 1.39729 -4.99571
C11 -0.73699 2.06830 -4.94314
C12 0.01565 2.02717 -3.79837
C13 -0.42778 1.30918 -2.67182
O4 0.30708 1.34160 -1.59062
N1 -2.76351 1.46356 -6.22540
O5 -3.80759 0.84472 -6.25146
O6 -2.29182 2.06635 -7.16828
H1 -3.22605 -0.51114 -1.77355
H2 -3.37930 0.17592 -3.99486
H3 -0.40158 2.61263 -5.81417
H4 0.96810 2.53446 -3.73236
F1 2.58176 1.88043 -0.15446
C14 2.27846 0.65700 0.34894
F2 3.16447 -0.22170 -0.13290
H5 2.32827 0.69189 1.43678
I1 -2.03423 -0.45050 2.70079
C15 -1.21519 1.38625 2.16626
C16 -1.67898 2.47544 2.89839
C17 -1.23506 3.74601 2.59452
C18 -0.34412 3.91070 1.54790
C19 0.06472 2.79399 0.85831
N2 -0.34400 1.54311 1.16151
H6 -2.38853 2.30634 3.69422
H7 -1.59040 4.59621 3.16275
H8 0.03175 4.88118 1.25822
H9 0.74457 2.87411 0.02697

Force components x, y, z for each atom (eV/Å):
Mn 0.0 -0.5 0.0
Br 0.0 0.0 0.0
C 0.0 0.1 0.1
C 0.0 0.1 -0.1
Br 0.0 0.0 0.0
C 0.1 -0.3 -0.1
Br 0.0 -0.1 0.0
C -0.2 0.6 -0.6
O 0.2 -0.3 0.3
C -0.2 0.5 0.6
O 0.0 -0.3 -0.2
C 0.0 -0.1 0.1
Br 0.0 -0.1 -0.1
O -0.3 0.0 0.1
C 0.1 0.0 -0.1
C -0.2 -0.2 0.1
C -0.1 0.0 0.1
C -0.2 0.2 -0.2
C 0.1 0.1 0.0
C 0.0 0.1 -0.2
C 0.3 0.0 0.4
O -0.2 0.2 -0.3
N 0.4 -0.5 -0.1
O -0.2 0.2 0.1
O -0.1 0.2 0.0
H 0.0 0.0 0.0
H 0.0 0.0 0.0
H 0.0 0.0 0.0
H 0.0 0.0 0.0
F 0.2 -0.1 -0.1
C 0.2 0.2 -0.1
F 0.1 0.0 0.0
H -0.1 0.0 0.1
I 0.1 -0.1 0.0
C -0.1 0.2 0.0
C 0.0 0.0 0.1
C -0.1 0.0 0.1
C 0.0 0.0 0.0
C 0.0 0.0 0.1
N 0.0 0.1 0.0
H 0.0 0.0 0.0
H 0.0 0.0 0.0
H 0.0 0.0 0.0
H -0.1 0.0 0.0

Computed properties:
**HOMO (spin up / spin down)**: -8.09 / -8.21 eV
**Relative energy (zero: lowest compared OMol25 entry of this formula, charge and spin)**: 0.0000 eV
**Frontier orbital gap (spin up / spin down)**: 7.1 / 7.1 eV
**F_max**: 0.9 eV/A
**E_LUMO (spin up / spin down)**: -0.037 / -0.042 Eh
**2S+1**: 4